{"formula": "C26H28F5N4O", "method": "wB97M-V/def2-TZVPD", "symbols": ["C", "N", "C", "C", "C", "C", "C", "C", "N", "C", "C", "C", "O", "C", "N", "C", "C", "C", "N", "C", "C", "F", "C", "F", "C", "F", "C", "F", "C", "F", "C", "C", "C", "C", "C", "C", "H", "H", "H", "H", "H", "H", "H", "H", "H", "H", "H", "H", "H", "H", "H", "H", "H", "H", "H", "H", "H", "H", "H", "H", "H", "H", "H", "H"], "xyz": [[-2.59, -2.98, 1.49], [-2.03, -3.37, 0.24], [-2.95, -3.95, -0.71], [-0.62, -3.63, 0.14], [0.09, -3.01, -1.08], [1.28, -3.79, -1.61], [2.22, -2.86, -2.38], [1.94, -1.41, -2.05], [0.81, -1.40, -1.05], [0.88, -0.59, 0.10], [-0.09, 0.54, -0.05], [-1.50, 0.37, -0.07], [-2.10, -0.72, -0.29], [-2.26, 1.61, 0.16], [-3.62, 1.69, 0.21], [-4.60, 0.63, 0.04], [-3.98, 3.00, 0.50], [-2.85, 3.71, 0.63], [-1.78, 2.85, 0.41], [-0.43, 3.33, 0.59], [0.05, 4.34, -0.24], [-0.69, 4.70, -1.32], [1.25, 5.00, 0.02], [1.67, 6.01, -0.77], [2.01, 4.61, 1.11], [3.23, 5.15, 1.32], [1.53, 3.64, 1.99], [2.26, 3.28, 3.07], [0.30, 3.04, 1.74], [-0.25, 2.21, 2.67], [2.28, 0.01, 0.35], [3.14, -0.47, 1.35], [4.37, 0.18, 1.53], [4.71, 1.29, 0.77], [3.86, 1.75, -0.23], [2.68, 1.06, -0.50], [-1.87, -2.34, 2.02], [-3.53, -2.44, 1.36], [-2.79, -3.86, 2.14], [-2.48, -4.06, -1.69], [-3.30, -4.95, -0.38], [-3.84, -3.32, -0.82], [-0.14, -3.31, 1.08], [-0.51, -4.74, 0.07], [-0.67, -2.79, -1.86], [1.82, -4.27, -0.79], [0.91, -4.57, -2.29], [3.26, -3.07, -2.12], [2.10, -2.97, -3.46], [2.85, -0.93, -1.67], [1.61, -0.80, -2.90], [0.04, -0.99, -1.60], [0.56, -1.19, 0.99], [0.29, 1.43, -0.60], [-4.09, -0.33, -0.03], [-5.28, 0.62, 0.90], [-5.18, 0.80, -0.87], [-5.01, 3.29, 0.60], [-2.70, 4.74, 0.90], [2.81, -1.28, 2.01], [5.06, -0.20, 2.28], [5.67, 1.79, 0.91], [4.10, 2.60, -0.86], [2.07, 1.33, -1.37]], "lowdin_charge": [-0.107, -0.323, -0.085, -0.146, -0.077, -0.142, -0.145, -0.100, 0.031, -0.261, -0.038, -0.355, -0.036, -0.053, -0.017, 0.017, 0.004, 0.020, 0.082, -0.080, -0.121, 0.116, -0.107, 0.127, -0.109, 0.133, -0.108, 0.128, -0.122, 0.123, -0.192, -0.014, -0.063, -0.070, -0.068, -0.080, 0.082, 0.079, 0.089, 0.081, 0.090, 0.088, 0.126, 0.145, 0.146, 0.126, 0.132, 0.121, 0.120, 0.117, 0.142, 0.146, 0.160, 0.095, 0.072, 0.109, 0.110, 0.138, 0.145, 0.121, 0.111, 0.113, 0.113, 0.121], "charge": 1, "relative_energy_kj_mol": 315.4, "e_lumo_ev": -2.74, "smiles": "CN(C)C[C@@H]1CCC[N@@H+]1[C@H](/C=C(\\[O-])c1n(C)cc[n+]1-c1c(F)c(F)c(F)c(F)c1F)c1ccccc1"}

=====

{"formula": "C44H38N3O8SW", "method": "wB97M-V/def2-TZVPD", "symbols": ["W", "O", "C", "C", "C", "C", "C", "C", "C", "O", "N", "O", "O", "H", "H", "H", "H", "C", "C", "C", "O", "C", "C", "O", "C", "O", "C", "C", "C", "C", "C", "C", "C", "C", "C", "C", "C", "C", "C", "O", "C", "C", "C", "C", "C", "C", "C", "C", "C", "C", "C", "C", "H", "H", "H", "H", "H", "H", "H", "H", "H", "H", "H", "H", "H", "H", "H", "H", "H", "H", "H", "H", "H", "H", "H", "H", "H", "H", "H", "H", "N", "C", "S", "C", "C", "C", "N", "C", "C", "H", "H", "H", "H", "H", "H"], "xyz": [[-0.34, 1.31, -0.57], [-1.39, 2.52, 0.44], [-2.70, 2.21, 0.69], [-3.47, 1.38, -0.16], [-4.78, 1.04, 0.24], [-5.52, 0.18, -0.54], [-5.06, -0.36, -1.72], [-3.78, -0.02, -2.14], [-3.01, 0.84, -1.39], [-1.77, 1.21, -1.88], [-6.85, -0.22, -0.05], [-7.51, -0.95, -0.76], [-7.23, 0.25, 1.01], [-3.09, 2.65, 1.59], [-5.19, 1.41, 1.17], [-5.68, -1.04, -2.28], [-3.37, -0.42, -3.06], [2.82, -4.51, 1.14], [2.25, -3.25, 1.75], [2.45, -3.15, 3.25], [0.85, -3.15, 1.45], [0.59, -2.00, 0.69], [1.85, -1.14, 0.93], [2.84, -2.13, 1.09], [2.32, -0.20, -0.21], [1.44, 0.95, -0.15], [2.18, -0.88, -1.55], [3.01, -1.95, -1.88], [2.82, -2.65, -3.05], [1.81, -2.31, -3.93], [0.98, -1.24, -3.64], [1.19, -0.53, -2.46], [3.72, 0.36, 0.03], [4.25, 0.48, 1.31], [5.48, 1.09, 1.50], [6.19, 1.60, 0.42], [5.66, 1.49, -0.86], [4.43, 0.88, -1.05], [-0.75, -1.38, 1.13], [-0.92, -0.29, 0.21], [-1.94, -2.29, 0.87], [-1.87, -3.43, 0.07], [-3.01, -4.17, -0.19], [-4.24, -3.79, 0.34], [-4.31, -2.67, 1.15], [-3.17, -1.92, 1.41], [-0.71, -0.92, 2.58], [-0.91, -1.87, 3.57], [-0.84, -1.52, 4.91], [-0.57, -0.21, 5.28], [-0.37, 0.75, 4.29], [-0.44, 0.39, 2.95], [2.36, -5.38, 1.60], [3.89, -4.55, 1.30], [2.61, -4.52, 0.07], [1.90, -3.95, 3.75], [2.06, -2.20, 3.62], [3.50, -3.23, 3.49], [0.51, -2.25, -0.37], [1.74, -0.54, 1.84], [3.80, -2.22, -1.19], [3.48, -3.48, -3.28], [1.67, -2.87, -4.85], [0.20, -0.94, -4.32], [0.55, 0.35, -2.34], [3.73, 0.08, 2.16], [5.89, 1.17, 2.49], [7.15, 2.08, 0.57], [6.20, 1.88, -1.71], [4.03, 0.79, -2.05], [-0.93, -3.76, -0.33], [-2.94, -5.06, -0.80], [-5.12, -4.38, 0.15], [-5.26, -2.38, 1.59], [-3.24, -1.05, 2.05], [-1.14, -2.89, 3.30], [-1.01, -2.27, 5.67], [-0.52, 0.07, 6.32], [-0.16, 1.78, 4.56], [-0.28, 1.16, 2.21], [-0.42, 7.45, -4.16], [-0.12, 7.20, -2.88], [0.03, 8.39, -1.77], [0.08, 5.75, -2.52], [-0.25, 4.70, -3.37], [-0.11, 3.40, -2.94], [0.41, 3.09, -1.75], [0.78, 4.11, -0.95], [0.59, 5.43, -1.26], [-0.55, 8.40, -4.45], [-0.45, 6.74, -4.87], [-0.68, 4.85, -4.35], [-0.45, 2.57, -3.55], [1.23, 3.83, 0.00], [0.85, 6.21, -0.57]], "lowdin_charge": [1.859, -0.265, -0.095, -0.156, 0.057, -0.147, 0.026, 0.024, -0.282, -0.247, -0.352, 0.092, 0.085, 0.134, 0.136, 0.127, 0.129, 0.030, -0.550, 0.033, 0.006, -0.170, -0.171, -0.007, -0.313, -0.260, -0.168, -0.005, -0.040, -0.061, -0.050, -0.052, -0.142, -0.008, -0.058, -0.072, -0.064, -0.019, -0.308, -0.231, -0.143, -0.006, -0.059, -0.069, -0.065, -0.025, -0.157, -0.022, -0.054, -0.071, -0.062, -0.036, 0.099, 0.099, 0.090, 0.101, 0.087, 0.098, 0.154, 0.149, 0.132, 0.115, 0.112, 0.113, 0.050, 0.116, 0.110, 0.109, 0.108, 0.122, 0.114, 0.108, 0.110, 0.111, 0.128, 0.132, 0.112, 0.109, 0.109, 0.080, 0.096, -0.815, 0.746, -0.181, 0.022, -0.089, -0.072, -0.100, -0.011, 0.109, 0.094, 0.115, 0.119, 0.126, 0.089], "charge": 1, "multiplicity": 3, "relative_energy_kj_mol": 24.0, "e_lumo_ev": [-4.06, -4.04]}

=====

{"formula": "C43H41CoFN7O6P2", "method": "wB97M-V/def2-TZVPD", "symbols": ["Co", "C", "N", "C", "C", "C", "C", "C", "N", "C", "C", "C", "C", "C", "C", "H", "H", "H", "H", "H", "H", "H", "H", "H", "H", "H", "O", "C", "O", "C", "C", "C", "C", "C", "C", "P", "C", "C", "C", "C", "C", "C", "C", "C", "C", "C", "C", "C", "H", "H", "H", "H", "H", "H", "H", "H", "H", "H", "H", "H", "H", "H", "C", "N", "C", "N", "C", "N", "C", "P", "C", "C", "H", "H", "H", "H", "H", "H", "H", "H", "H", "H", "H", "H", "F", "C", "C", "N", "C", "C", "O", "O", "C", "O", "N", "C", "O", "H", "H", "H", "H"], "xyz": [[-0.42, 0.31, -0.71], [-1.36, -1.39, 1.73], [-1.60, -0.78, 0.42], [-2.80, -0.89, -0.08], [-3.05, -0.28, -1.32], [-4.17, -0.05, -2.12], [-3.72, 0.75, -3.17], [-2.35, 0.99, -2.96], [-1.95, 0.35, -1.86], [-2.45, -1.15, 2.75], [-2.88, 0.14, 3.06], [-3.87, 0.33, 4.01], [-4.45, -0.76, 4.65], [-4.02, -2.05, 4.35], [-3.03, -2.24, 3.40], [-0.40, -1.02, 2.09], [-1.27, -2.47, 1.61], [-3.58, -1.40, 0.48], [-5.17, -0.41, -1.94], [-4.31, 1.15, -3.98], [-1.68, 1.61, -3.53], [-2.42, 0.99, 2.57], [-4.19, 1.33, 4.25], [-5.22, -0.61, 5.39], [-4.46, -2.90, 4.84], [-2.70, -3.24, 3.15], [0.95, 2.66, -3.60], [0.85, 1.55, -3.13], [0.76, 1.27, -1.87], [0.95, 0.35, -4.06], [1.29, 0.59, -5.38], [1.46, -0.45, -6.28], [1.27, -1.76, -5.86], [0.91, -2.02, -4.54], [0.75, -0.97, -3.63], [0.22, -1.42, -1.96], [1.59, -2.40, -1.25], [2.73, -2.71, -1.97], [3.77, -3.43, -1.38], [3.66, -3.83, -0.06], [2.52, -3.52, 0.68], [1.50, -2.79, 0.08], [-1.10, -2.65, -2.29], [-1.32, -3.73, -1.44], [-2.38, -4.60, -1.67], [-3.22, -4.40, -2.76], [-2.99, -3.34, -3.62], [-1.94, -2.46, -3.38], [1.43, 1.62, -5.68], [1.73, -0.25, -7.30], [1.39, -2.59, -6.55], [0.73, -3.04, -4.23], [2.85, -2.38, -3.00], [4.66, -3.65, -1.95], [4.47, -4.39, 0.41], [2.44, -3.81, 1.71], [0.64, -2.51, 0.67], [-0.68, -3.91, -0.60], [-2.54, -5.43, -1.00], [-4.04, -5.08, -2.94], [-3.64, -3.17, -4.46], [-1.80, -1.62, -4.05], [4.18, 0.03, 2.12], [4.31, 0.43, 0.72], [4.39, 1.89, 0.66], [3.27, 2.56, 1.31], [3.17, 2.10, 2.70], [3.06, 0.64, 2.82], [1.77, 0.15, 2.32], [1.56, 0.55, 0.52], [3.20, -0.09, -0.07], [2.02, 2.34, 0.59], [5.10, 0.32, 2.64], [4.09, -1.06, 2.17], [4.43, 2.20, -0.38], [5.31, 2.20, 1.16], [2.31, 2.56, 3.17], [4.07, 2.41, 3.23], [0.95, 0.61, 2.88], [1.73, -0.93, 2.47], [3.32, 0.18, -1.12], [3.22, -1.18, 0.00], [1.21, 2.86, 1.10], [2.09, 2.72, -0.43], [2.08, 5.94, 2.75], [0.97, 5.25, 2.98], [0.08, 5.02, 2.01], [-1.10, 4.33, 2.23], [-1.94, 3.98, 1.09], [-1.41, 2.84, 0.21], [-1.55, 2.97, -1.00], [-0.88, 1.83, 0.82], [-1.40, 3.81, 3.47], [-2.42, 3.21, 3.72], [-0.45, 4.07, 4.45], [0.76, 4.74, 4.33], [1.52, 4.87, 5.27], [0.24, 5.37, 1.00], [-2.05, 4.87, 0.47], [-2.91, 3.70, 1.48], [-0.67, 3.69, 5.36]], "lowdin_charge": [0.307, -0.157, -0.039, -0.042, -0.306, -0.031, -0.070, -0.123, -0.039, -0.226, -0.025, -0.065, -0.086, -0.088, -0.053, 0.078, 0.106, 0.152, 0.103, 0.092, 0.117, 0.091, 0.098, 0.101, 0.100, 0.107, 0.091, -0.585, -0.201, -0.112, -0.002, -0.053, -0.063, -0.110, -0.271, 1.165, -0.335, -0.072, -0.059, -0.069, -0.076, -0.142, -0.314, -0.080, -0.073, -0.074, -0.060, -0.093, 0.122, 0.108, 0.108, 0.117, 0.103, 0.111, 0.110, 0.113, 0.071, 0.089, 0.105, 0.105, 0.111, 0.111, -0.183, -0.134, -0.180, -0.130, -0.172, -0.136, -0.281, 1.094, -0.270, -0.257, 0.128, 0.123, 0.132, 0.128, 0.119, 0.133, 0.098, 0.083, 0.106, 0.049, 0.064, 0.104, 0.096, -0.203, 0.041, 0.011, -0.027, -0.604, 0.057, -0.113, -0.459, 0.079, 0.223, -0.416, 0.100, 0.161, 0.132, 0.134, 0.169], "charge": 0, "e_lumo_ev": -0.43}